Here is a cluster of 6 separate species, C32H48F4N2O19 in total at a distorted geometry from the Open Molecules 2025 dataset. Energies are from the ωB97M-V functional and the def2-TZVPD basis.

Each line ends with the Löwdin charge.
Atoms and positions in Å:
1 C -2.97 -1.12 -3.22  -0.116
2 C -1.50 -0.77 -2.50  -0.164
3 C -0.77 -2.08 -1.83  -0.178
4 F 0.56 -2.21 -2.54  -0.118
5 C -0.59 -2.01 -0.20  -0.116
6 C -2.13 -2.03 0.34  -0.041
7 C -2.14 -3.58 0.89  -0.337
8 O -3.18 -4.31 0.13  -0.026
9 C -2.29 -3.46 2.54  -0.169
10 N -3.47 -4.31 3.00  -0.019
11 N -0.78 -4.29 0.78  0.105
12 C -0.54 -5.74 1.26  -0.381
13 O -0.96 -6.71 0.40  -0.070
14 O 0.13 -6.00 2.55  -0.193
15 C 0.16 -3.45 0.18  0.048
16 C 1.74 -3.90 -0.13  0.006
17 C 2.78 -2.64 -0.22  -0.181
18 O 3.45 -2.50 -1.55  -0.073
19 C 3.98 -2.62 0.90  -0.167
20 F 4.06 -1.21 1.43  -0.018
21 F 3.75 -3.49 2.08  0.031
22 F 5.25 -2.86 0.17  0.003
23 H -2.82 -1.65 -4.27  0.091
24 H -3.62 -1.87 -2.58  0.076
25 H -3.50 -0.09 -3.41  0.080
26 H -1.65 0.13 -1.76  0.097
27 H -0.82 -0.37 -3.39  0.130
28 H -1.39 -3.08 -2.04  0.180
29 H -0.07 -1.05 0.27  0.166
30 H -2.51 -1.17 1.04  0.112
31 H -2.95 -2.08 -0.50  0.117
32 H -4.06 -3.83 0.16  0.131
33 H -2.52 -2.35 2.89  0.121
34 H -1.27 -3.75 3.08  0.137
35 H -3.12 -4.80 3.87  0.090
36 H -4.19 -3.62 3.32  0.075
37 H 1.68 -4.48 -1.17  0.162
38 H 2.00 -4.71 0.67  0.137
39 H 2.17 -1.62 -0.08  0.164
40 H 3.20 -3.26 -2.15  0.116
41 C 0.01 2.29 3.22  -0.015
42 C -1.43 2.34 2.72  -0.354
43 C -2.37 2.95 3.71  -0.110
44 O -3.60 2.33 3.39  0.071
45 C -3.29 1.11 2.85  -0.511
46 O -4.09 0.22 2.65  0.129
47 O -1.95 1.04 2.55  0.069
48 H 0.67 1.98 2.40  0.084
49 H 0.34 3.26 3.59  0.093
50 H 0.12 1.54 4.01  0.094
51 H -1.47 2.86 1.76  0.137
52 H -2.45 4.04 3.60  0.145
53 H -2.12 2.72 4.76  0.144
54 C -3.60 4.37 -3.27  -0.014
55 C -3.65 3.83 -1.85  -0.339
56 C -2.32 3.83 -1.17  -0.107
57 O -2.44 2.76 -0.26  0.033
58 C -3.35 1.89 -0.79  -0.496
59 O -3.54 0.76 -0.39  0.129
60 O -4.00 2.46 -1.85  0.093
61 H -4.62 4.50 -3.66  0.067
62 H -3.10 5.34 -3.31  0.103
63 H -3.09 3.68 -3.94  0.102
64 H -4.40 4.38 -1.26  0.163
65 H -2.12 4.77 -0.64  0.146
66 H -1.48 3.62 -1.85  0.146
67 C 7.02 -1.57 -1.89  -0.018
68 C 8.38 -1.97 -2.43  -0.348
69 C 9.40 -2.20 -1.35  -0.119
70 O 10.61 -1.90 -2.01  0.063
71 C 10.31 -1.00 -2.99  -0.506
72 O 11.13 -0.35 -3.62  0.136
73 O 8.95 -0.92 -3.18  0.084
74 H 6.28 -1.57 -2.70  0.089
75 H 6.67 -2.26 -1.12  0.063
76 H 7.04 -0.56 -1.48  0.100
77 H 8.28 -2.85 -3.08  0.161
78 H 9.40 -3.24 -1.00  0.144
79 H 9.29 -1.54 -0.49  0.143
80 C -7.89 7.58 -3.92  -0.021
81 C -7.28 7.06 -5.21  -0.350
82 C -8.00 5.88 -5.78  -0.116
83 O -6.98 5.19 -6.48  0.071
84 C -5.81 5.50 -5.85  -0.506
85 O -4.75 4.93 -6.05  0.130
86 O -5.98 6.54 -4.97  0.076
87 H -7.41 8.52 -3.63  0.087
88 H -8.96 7.75 -4.03  0.093
89 H -7.72 6.88 -3.09  0.093
90 H -7.19 7.87 -5.94  0.163
91 H -8.81 6.18 -6.46  0.146
92 H -8.42 5.21 -5.02  0.144
93 C 5.88 -2.35 4.65  -0.017
94 C 5.05 -2.28 5.92  -0.347
95 C 4.24 -1.02 6.03  -0.121
96 O 4.13 -0.86 7.43  0.062
97 C 5.23 -1.46 7.99  -0.505
98 O 5.58 -1.33 9.14  0.138
99 O 5.89 -2.22 7.06  0.086
100 H 6.32 -3.35 4.54  0.091
101 H 5.27 -2.15 3.76  0.064
102 H 6.71 -1.64 4.68  0.096
103 H 4.42 -3.17 6.01  0.164
104 H 3.26 -1.12 5.58  0.142
105 H 4.74 -0.14 5.61  0.142

The highest occupied orbital energy comes out at -8.8 eV. As for the net charge: 0. The value obtained for the frontier orbital gap is 7.701 eV. The calculation puts the max |F| at 0.170 hartree/bohr. For the calculated total energy, the calculation gives -3186.40327 hartree. As for the multiplicity: 1.